(1)
Here is a structure of composition C31H69NO8S4Si2 at a distorted geometry from the OMol25 dataset. Energies are from wB97M-V/def2-TZVPD.

Structure (ORCA input):
```
! wB97M-V def2-TZVPD RIJCOSX def2/J DEFGRID3
* xyz 0 1
C -0.4887 2.5837 0.9974
C -0.5498 4.1171 1.0407
C -1.2259 4.6867 -0.2177
C -2.6008 5.2647 0.0548
O -3.5992 4.2179 -0.0791
Si -4.8293 4.6453 -1.0926
C -4.3107 4.5286 -2.8975
C -4.8656 3.3133 -3.6679
O -3.8208 2.4212 -4.1109
C -3.3393 1.6961 -3.0567
O -2.3439 2.0226 -2.4350
O -6.1678 3.6939 -0.8306
Si -5.9321 2.2630 0.0140
C -7.0418 0.8649 -0.6350
C -7.6319 0.0842 0.5607
C -7.4655 -1.4482 0.4954
C -6.1279 -1.9619 -0.0532
C -4.8719 -1.2041 0.4177
C -4.8728 -0.8135 1.9062
C -3.8066 -1.6222 2.6784
C -2.3891 -1.0596 2.4936
C -1.4700 -1.8789 1.5699
C -0.4883 -0.9141 0.9164
C 0.4518 -1.6157 -0.1018
C 0.3889 -0.9879 -1.4974
N 1.4735 -0.0379 -1.7441
C 1.7532 0.3420 -3.0065
C 2.8001 1.1981 -2.9574
C 3.1544 1.3342 -1.6125
C 2.3122 0.5814 -0.8794
H -1.4290 2.1561 0.6617
H -0.2045 2.1824 1.9678
H 0.2997 2.2965 0.3045
H -1.0553 4.4373 1.9473
H 0.4820 4.4563 1.0383
H -0.6180 5.5089 -0.5956
H -1.2628 3.9496 -1.0134
H -2.6912 5.6594 1.0605
H -2.8104 6.0449 -0.6811
H -5.2172 6.0421 -0.8009
H -3.2233 4.4954 -2.9224
H -4.6075 5.4416 -3.4089
H -5.3578 3.6823 -4.5577
H -5.6132 2.7548 -3.1045
H -3.8575 0.7617 -2.7820
H -6.2103 2.4998 1.4479
H -4.5397 1.7772 -0.0550
H -7.8123 1.3503 -1.2330
H -6.4436 0.2539 -1.3036
H -8.7003 0.2898 0.5698
H -7.2817 0.4419 1.5227
H -8.2663 -1.8468 -0.1263
H -7.6625 -1.8476 1.4876
H -6.1764 -2.0077 -1.1383
H -6.0173 -2.9998 0.2660
H -4.7090 -0.3672 -0.2533
H -4.0221 -1.8592 0.2518
H -4.5853 0.2323 2.0025
H -5.8360 -0.9461 2.3870
H -3.8359 -2.6372 2.2847
H -4.0809 -1.6275 3.7310
H -1.9146 -1.0916 3.4740
H -2.3760 -0.0144 2.1898
H -0.8643 -2.5831 2.1392
H -2.0170 -2.4681 0.8370
H -1.0493 -0.1716 0.3534
H 0.1350 -0.4288 1.6638
H 0.1304 -2.6500 -0.1913
H 1.4778 -1.6456 0.2482
H -0.5947 -0.5650 -1.6937
H 0.5196 -1.8007 -2.2076
H 1.2365 0.0103 -3.8825
H 3.2748 1.6769 -3.7896
H 3.9612 1.9357 -1.2322
H 2.2516 0.4503 0.1815
C 6.5911 1.3504 2.4407
S 7.0221 1.3032 0.6944
O 5.9909 2.1011 -0.0294
C 6.6177 -0.4221 0.4409
H 6.7321 2.3689 2.7969
H 5.5484 1.0576 2.5709
H 7.2477 0.6769 2.9915
H 5.5715 -0.5901 0.7002
H 7.2647 -1.0480 1.0496
H 6.7776 -0.6556 -0.6084
C 9.8271 2.1791 -4.1675
S 9.7684 2.3600 -2.3787
O 9.6548 0.9950 -1.8026
C 8.1336 3.1018 -2.3235
H 10.7645 1.6914 -4.4269
H 8.9896 1.5664 -4.5017
H 9.7876 3.1643 -4.6324
H 7.4080 2.4293 -2.7805
H 8.1543 4.0566 -2.8505
H 7.8656 3.2658 -1.2829
C -1.7223 -6.7436 1.4519
S -0.7635 -5.4449 2.2408
O -0.0263 -4.7302 1.1682
C 0.4151 -6.5415 3.0408
H -2.5006 -6.2715 0.8561
H -1.0753 -7.3380 0.8066
H -2.1789 -7.3722 2.2165
H 0.9202 -7.1484 2.2891
H -0.1079 -7.1777 3.7549
H 1.1427 -5.9264 3.5662
C 6.5839 -5.3534 2.1282
S 5.9799 -4.4007 0.7280
O 6.9780 -3.3336 0.4626
C 4.6039 -3.6354 1.5970
H 7.4792 -5.8841 1.8117
H 6.8271 -4.6826 2.9525
H 5.8227 -6.0717 2.4333
H 4.9764 -3.0772 2.4568
H 3.9030 -4.4063 1.9172
H 4.1059 -2.9574 0.9062
*
```

Calculated values
Orbital gap: 7.804 eV
HOMO level: -7.55 eV
M: 768.3 g mol⁻¹


(2)
Here is a structure of composition C31H70Br2ClCsFKMgN6O10PS at a distorted geometry from the OMol25 dataset. Energies are from wB97M-V/def2-TZVPD.

Structure (ORCA input):
```
! wB97M-V def2-TZVPD RIJCOSX def2/J DEFGRID3
* xyz 1 1
C 0.9095 -0.4100 3.6324
C 1.0894 -0.3163 2.0935
C 0.7111 -1.7141 1.5484
N 0.4112 -1.8390 0.1403
C 1.2649 -2.6225 -0.7190
C 2.6361 -1.9752 -1.1462
C 3.5433 -1.4873 -0.0334
F 4.8945 -1.4935 -0.5530
C 1.6810 -4.0227 -0.1365
C 0.5753 -4.7746 0.5967
C 1.2475 -5.8139 1.5114
Br -0.1500 -6.9877 2.2094
C 0.6737 -2.9571 -2.1251
N -0.7735 -3.2434 -2.0233
C -1.6160 -2.2148 -1.2290
S -2.4976 -3.1999 0.0676
P -3.0387 -1.5401 -2.3214
N -2.4103 -1.1832 -3.8690
O -4.1087 -2.7676 -2.6462
C -0.7698 -1.1436 -0.4017
C -0.1660 0.0670 -1.1434
C -0.9780 1.1234 -1.9079
N -0.6086 1.2596 -3.3500
C -1.4342 2.3800 -3.8601
C -2.8353 1.9359 -4.4949
C 0.7715 1.7899 -3.4509
C 1.7662 1.0128 -4.2652
O 1.1437 2.8267 -2.9602
O -1.5472 -0.8734 0.7310
C -2.5378 0.1437 0.7120
C -2.0693 1.5775 1.1016
C -1.9982 1.7730 2.6273
C -3.0331 2.6097 0.4298
C -4.2945 2.8730 1.2673
C -2.2094 3.9161 0.2105
H 1.2072 -1.3885 4.0129
H -0.1615 -0.3169 3.8319
H 1.4085 0.4060 4.1525
H 0.3980 0.4557 1.7658
H 2.1401 -0.0806 1.9393
H 1.6215 -2.2869 1.7462
H -0.0046 -2.1674 2.2401
H 2.5177 -1.1963 -1.9023
H 3.1689 -2.7883 -1.6440
H 3.5961 -2.1023 0.8625
H 3.3562 -0.4307 0.1612
H 2.1718 -4.6263 -0.8932
H 2.4614 -3.8290 0.6159
H -0.0167 -5.3758 -0.0925
H -0.0324 -4.1576 1.2552
H 1.7583 -5.3208 2.3364
H 1.9482 -6.4133 0.9347
H 1.1296 -3.8558 -2.5360
H 0.8606 -2.1527 -2.8416
H -0.8484 -4.2368 -1.6562
H -1.1385 -3.3197 -2.9719
H -3.1697 -4.1126 -0.6830
H -3.1822 -0.8292 -4.4295
H -2.1087 -2.0151 -4.3851
H -3.6972 -3.2945 -3.3626
H 0.5872 -0.2940 -1.8451
H 0.4194 0.5942 -0.3909
H -0.7400 2.1040 -1.4729
H -2.0643 1.0541 -1.8733
H -0.7899 2.8658 -4.6882
H -1.6110 3.1829 -3.0819
H -2.6054 1.3125 -5.3545
H -3.4521 2.8355 -4.7818
H -3.4053 1.3869 -3.7490
H 2.7872 1.2578 -3.9873
H 1.5717 -0.0593 -4.2402
H 1.6488 1.3186 -5.3124
H -3.2550 -0.1202 1.4931
H -3.1384 0.2324 -0.1942
H -1.0774 1.8001 0.7025
H -0.9655 1.6792 2.9624
H -2.2996 2.7808 2.9194
H -2.6342 1.0791 3.1764
H -3.3330 2.2679 -0.5658
H -5.0845 3.2388 0.6080
H -4.6639 1.9723 1.7576
H -4.0912 3.6536 1.9997
H -2.8224 4.7829 0.4599
H -1.3361 3.9246 0.8651
H -1.8314 3.9533 -0.8144
C 1.8313 -7.0328 -2.5776
C 0.6137 -6.2757 -3.1297
O -0.0641 -5.6632 -2.1039
H 1.5269 -7.8061 -1.8696
H 2.3775 -7.5251 -3.3893
H 2.5316 -6.3580 -2.0771
H 0.0473 -7.0215 -3.7180
H 1.0181 -5.6087 -3.9280
K -4.2389 -5.1805 -1.0373
N -6.2673 -4.5815 -4.9550
O -5.0540 -4.6287 -4.5809
O -6.6829 -3.5683 -5.5305
O -7.0082 -5.5417 -4.7261
C -1.7991 7.8168 4.6293
C -1.3310 6.8025 3.6452
O -1.9535 5.8463 3.2773
N 0.0707 6.8980 3.1710
C 0.1536 7.0718 1.6997
H -2.8804 7.9038 4.5685
H -1.5095 7.4959 5.6314
H -1.3531 8.7905 4.4233
H 0.6764 7.6849 3.7278
H 0.4495 5.9740 3.3694
H 1.2090 7.1319 1.4447
H -0.3528 7.9941 1.4244
H -0.3015 6.2125 1.2154
Br 5.7735 -2.0591 -2.6371
Cs -1.5515 4.5855 -4.8824
O 4.1139 1.4487 2.8032
H 4.8834 0.8792 2.6244
H 4.2949 2.2549 2.2977
C 5.6079 2.3309 5.6138
C 6.2236 0.9338 5.8052
O 6.7200 0.4349 4.6459
H 4.7727 2.2992 4.9144
H 5.2268 2.7136 6.5660
H 6.3462 3.0449 5.2462
H 5.4407 0.3259 6.3000
H 6.9703 1.0511 6.6151
Mg 5.6614 -0.6370 1.9318
Cl 2.3658 7.4858 4.2594
*
```

Calculated values
Energy above the lowest of the compared OMol25 structures with the same formula, charge and spin: 344.57 kJ/mol
Orbital gap: 3.255 eV
HOMO level: -8.99 eV
M: 1160.5 g mol⁻¹


(3)
Here is a structure of composition C31H70BrN4O4 at a distorted geometry from the OMol25 dataset. Energies are from wB97M-V/def2-TZVPD.

Structure (ORCA input):
```
! wB97M-V def2-TZVPD RIJCOSX def2/J DEFGRID3
* xyz 3 1
C -16.4382 -9.5070 32.5244
C -15.7299 -8.1082 32.1170
C -15.8671 -7.1084 33.2818
C -14.9101 -5.9228 33.4792
C -13.4726 -6.5384 33.3857
C -13.2072 -7.2742 32.0174
N -14.3083 -8.3382 31.8378
O -14.0087 -9.4149 31.0471
C -11.8334 -7.9252 32.0878
C -13.2752 -6.2302 30.8442
C -16.4666 -7.5876 30.8669
H -16.5069 -10.2564 31.7359
H -17.4829 -9.2919 32.7489
H -15.9808 -9.8362 33.4574
H -15.7140 -7.6611 34.2087
H -16.9025 -6.8135 33.4526
H -15.2340 -5.4095 34.3846
H -15.0996 -5.2248 32.6637
H -13.4337 -7.3438 34.1192
H -12.8606 -5.6720 33.6364
H -11.3142 -8.2829 31.1987
H -11.7906 -8.6269 32.9208
H -11.1869 -7.1096 32.4116
H -13.0126 -6.6708 29.8824
H -12.4393 -5.5358 30.9293
H -14.2587 -5.7686 30.7564
H -17.5523 -7.6835 30.8763
H -16.1734 -8.1213 29.9629
H -16.3542 -6.5783 30.4709
C -17.7024 -6.5160 37.9520
C -16.2336 -7.0208 37.8319
C -16.2039 -7.9752 36.5848
C -14.8737 -8.3741 36.1468
C -14.0726 -7.1098 35.7836
C -13.9796 -6.0388 36.9565
N -15.2991 -5.8913 37.5985
O -15.4893 -4.8274 38.4926
C -13.5094 -4.6911 36.3621
C -12.9053 -6.5269 37.9627
C -15.8100 -7.7060 39.1788
H -17.7572 -5.7035 38.6765
H -18.4086 -7.2943 38.2416
H -18.1162 -6.2842 36.9706
H -16.6056 -7.4942 35.6929
H -16.8346 -8.8535 36.7219
H -14.9770 -9.0456 35.2943
H -14.3874 -8.9680 36.9207
H -14.6279 -6.5723 35.0150
H -13.1054 -7.4521 35.4155
H -13.4475 -3.8525 37.0557
H -14.1735 -4.3371 35.5736
H -12.5100 -4.8655 35.9635
H -13.0088 -7.5663 38.2744
H -13.0053 -5.9279 38.8679
H -11.9122 -6.5593 37.5147
H -16.0870 -7.0802 40.0272
H -14.8084 -8.1223 39.2869
H -16.4728 -8.5674 39.2611
C -20.1192 -15.7513 34.6403
C -19.3076 -15.0256 35.7058
N -18.8146 -13.6221 35.2297
C -17.6765 -13.7781 34.1170
C -19.9787 -12.7734 34.6890
C -20.9490 -12.2957 35.7607
C -18.0493 -12.9069 36.3646
C -17.6445 -11.4608 36.1113
O -16.4377 -11.5150 35.3373
C -15.7238 -10.3628 35.2156
H -21.1651 -15.4872 34.7963
H -20.0834 -16.8384 34.7120
H -19.8682 -15.5116 33.6070
H -18.4437 -15.6562 35.9157
H -19.8304 -14.9297 36.6575
H -18.0761 -14.2909 33.2421
H -16.7800 -14.2503 34.5190
H -17.4215 -12.7711 33.7867
H -20.4854 -13.2200 33.8336
H -19.4726 -11.9528 34.1805
H -21.3393 -13.2333 36.1567
H -21.7956 -11.7006 35.4185
H -20.4900 -11.6738 36.5292
H -17.2331 -13.5516 36.6908
H -18.6914 -12.9044 37.2453
H -17.4870 -10.9793 37.0764
H -18.3688 -10.8360 35.5887
H -16.1873 -9.7076 34.4780
H -14.7496 -10.5672 34.7714
H -15.5064 -9.8899 36.1733
C -9.5343 -9.3750 36.6177
N -10.8791 -8.7642 36.1272
C -11.9907 -9.7163 36.6361
C -10.9922 -7.3530 36.7120
C -10.9177 -8.4991 34.5852
C -10.6620 -9.7554 33.8006
O -9.2665 -9.7157 33.6298
H -8.7945 -8.7092 36.1733
H -9.3443 -10.3419 36.1518
H -9.4866 -9.4076 37.7062
H -12.9267 -9.2560 36.3198
H -12.0239 -9.8691 37.7149
H -11.8967 -10.6667 36.1108
H -10.0624 -6.8315 36.4849
H -11.0010 -7.4040 37.8007
H -11.9061 -6.8237 36.4423
H -10.3145 -7.6554 34.2500
H -11.9634 -8.2432 34.4144
H -11.1188 -9.7268 32.8113
H -10.8782 -10.6968 34.3058
H -9.1306 -9.1808 32.8443
Br -13.7417 -9.8135 34.3784
*
```

Calculated values
Energy above the lowest of the compared OMol25 structures with the same formula, charge and spin: 2246.56 kJ/mol
Orbital gap: 2.641 eV
HOMO level: -13.74 eV
M: 642.8 g mol⁻¹


(4)
Here is a cluster of 7 separate species, C31H71BN6O8P in total at a distorted geometry from the OMol25 dataset. Energies are from wB97M-V/def2-TZVPD.

Structure (ORCA input):
```
! wB97M-V def2-TZVPD RIJCOSX def2/J DEFGRID3
* xyz -1 1
C 2.5529 -1.2502 2.3047
C 3.0879 -0.4111 1.1349
C 4.5089 -0.7814 0.7032
C 4.8502 -0.2809 -0.7287
C 4.5540 1.2095 -1.0109
C 3.7079 1.4805 -2.2803
C 2.3412 0.7759 -2.3416
B 1.0905 1.6180 -1.6808
P -0.6049 0.7739 -2.3247
C -0.2724 -0.9324 -3.0189
C 0.0217 -1.9947 -1.9373
C -1.6589 0.3746 -0.8359
C -2.3182 1.6479 -0.2456
O 0.9949 1.5816 -0.1935
C 0.9122 2.8752 0.3320
C 1.6440 3.6733 -0.7969
O 1.1687 3.0779 -1.9558
H 3.2185 -1.2429 3.1723
H 1.5886 -0.8205 2.5960
H 2.3304 -2.2640 1.9570
H 3.0092 0.6364 1.4247
H 2.4329 -0.5375 0.2758
H 5.2755 -0.3922 1.3818
H 4.5771 -1.8763 0.6883
H 4.3981 -0.9371 -1.4754
H 5.9331 -0.4255 -0.8412
H 4.1042 1.7318 -0.1650
H 5.5236 1.6953 -1.1847
H 4.3076 1.1010 -3.1273
H 3.6203 2.5574 -2.4456
H 2.0845 0.6858 -3.4086
H 2.3902 -0.2493 -1.9668
H -1.1838 -1.2354 -3.5496
H 0.5290 -0.9491 -3.7593
H 0.2869 -2.9641 -2.3773
H -0.8640 -2.1430 -1.3175
H 0.8420 -1.6962 -1.2820
H -1.0854 -0.1411 -0.0610
H -2.4576 -0.2910 -1.1848
H -1.9911 2.5635 -0.7337
H -2.0856 1.7139 0.8200
H -3.4065 1.5409 -0.2952
H 1.3844 2.9108 1.3194
H -0.0936 3.3087 0.3629
H 1.5620 4.7672 -0.7775
H 2.7191 3.4899 -0.5829
C -0.0373 5.0089 3.8776
C -0.9426 5.2423 2.6938
O -1.4227 4.3170 2.0681
N -1.2076 6.5333 2.3375
C -0.7252 7.7508 2.9553
H 0.0878 3.9373 3.9999
H 0.9449 5.4519 3.7081
H -0.4785 5.4242 4.7866
H -1.8140 6.6100 1.5364
H -1.5712 8.3497 3.3015
H -0.1610 8.3359 2.2256
H -0.0816 7.5315 3.8007
C -1.7915 -4.7132 1.6744
C -0.3802 -4.2669 1.9517
O 0.2997 -3.7560 1.0816
N 0.1083 -4.4304 3.2159
C -0.5626 -5.0043 4.3639
H -2.0150 -4.4994 0.6335
H -1.9021 -5.7838 1.8422
H -2.5009 -4.1770 2.3015
H 1.0533 -4.0970 3.3270
H -0.6161 -4.2654 5.1673
H -0.0015 -5.8693 4.7252
H -1.5695 -5.3206 4.1101
C 6.4587 2.0287 -7.8243
C 5.6082 3.2750 -7.7612
O 5.6220 4.1116 -8.6547
N 4.8226 3.4352 -6.6695
C 4.6815 2.5527 -5.5205
H 7.0275 2.0424 -8.7496
H 7.1542 1.9970 -6.9849
H 5.8317 1.1366 -7.8106
H 4.2791 4.2836 -6.6871
H 3.6419 2.2357 -5.4323
H 4.9547 3.0911 -4.6133
H 5.3124 1.6757 -5.6153
C -6.6188 -5.6015 0.5469
C -5.5923 -4.9758 1.4547
O -4.6260 -5.5908 1.8770
N -5.7572 -3.6651 1.7863
C -6.8074 -2.7485 1.3811
H -6.3516 -6.6384 0.3680
H -7.6080 -5.5705 1.0058
H -6.6475 -5.0846 -0.4145
H -5.0345 -3.3152 2.3955
H -6.3551 -1.9004 0.8634
H -7.3260 -2.3793 2.2678
H -7.5244 -3.2268 0.7219
C -5.7994 -2.9856 -4.8217
C -6.0132 -3.5335 -3.4326
O -6.8472 -4.3986 -3.1964
N -5.2426 -3.0308 -2.4370
C -4.2087 -2.0082 -2.5156
H -6.4851 -3.4830 -5.5013
H -5.9979 -1.9135 -4.8449
H -4.7779 -3.1733 -5.1538
H -5.4381 -3.4416 -1.5383
H -3.2580 -2.4200 -2.1753
H -4.4717 -1.1706 -1.8680
H -4.0905 -1.6441 -3.5299
C 0.1737 0.6699 4.6664
C 1.4952 1.3824 4.8182
O 1.9543 2.0725 3.9289
N 2.1706 1.2245 5.9943
C 1.7838 0.4450 7.1523
H -0.2297 0.8951 3.6825
H 0.3096 -0.4097 4.7495
H -0.5354 1.0101 5.4237
H 3.0446 1.7247 6.0236
H 1.7056 1.0959 8.0262
H 2.5403 -0.3169 7.3533
H 0.8286 -0.0436 6.9928
*
```

Calculated values
Orbital gap: 4.841 eV
HOMO level: -2.85 eV
M: 697.7 g mol⁻¹